This record from the Open Molecules 2025 dataset describes a 2-piece molecular cluster, C10H15NO2 overall in a non-equilibrium geometry. The level of theory is the ωB97M-V functional and the def2-TZVPD basis.

**Kohn-Sham gap**: 8.84 eV
**2S+1**: 1
**LUMO energy**: 0.49 eV
**ΔE to the lowest compared entry with this formula, charge and spin**: 36.07 kcal per mole
**Highest occupied orbital energy**: -8.4 eV
**SMILES**: Cc1ccc(O)cc1.CCC(N)=O
**Calculated total energy**: -16197.5284 eV

The geometry in XYZ format:
```
28
C10H15NO2, DFT the ωB97M-V functional and the def2-TZVPD basis
C -0.92337 -0.61482 1.48076
C -0.92923 0.03587 2.84900
C -2.30000 -0.92503 1.04135
O -2.84348 -2.03065 1.06417
N -3.23579 0.09756 1.00296
H -0.58494 0.04719 0.60591
H -0.22790 -1.44067 1.53695
H -1.94776 0.33298 3.12591
H -4.21283 -0.04092 0.84470
H -2.89820 1.05003 0.96227
H -0.23695 0.90630 2.94342
H -0.43712 -0.56531 3.60855
C 2.49932 -1.88806 -1.23514
C -0.24754 0.65359 -1.73120
C 0.48402 -0.52097 -1.90709
C 0.41675 1.77221 -1.22669
C 1.82536 -0.57334 -1.41005
C 1.79302 1.80036 -0.98695
C 2.49140 0.61945 -1.12980
O -0.24111 2.90144 -0.82179
H -1.28439 0.69685 -2.02321
H 0.07649 -1.46862 -2.14497
H -1.19515 2.70370 -0.82883
H 2.19532 2.74027 -0.64211
H 1.85984 -2.75386 -1.33714
H 3.27442 -1.92521 -0.46285
H 3.58467 0.54225 -1.11897
H 3.24511 -2.15261 -2.05918
```

=====

This record from the Open Molecules 2025 dataset describes C10H15NO7PbS2Si as an isolated structure. The level of theory is the ωB97M-V functional and the def2-TZVPD basis.

**Kohn-Sham gap (spin up / spin down)**: 7.10 / 6.98 eV
**2S+1**: 1
**LUMO energy (spin up / spin down)**: -0.71 / -0.91 eV
**ΔE to the lowest compared entry with this formula, charge and spin**: 7.47 kcal per mole
**Highest occupied orbital energy (spin up / spin down)**: -7.8 / -7.9 eV
**Calculated total energy**: -61229.1086 eV

The geometry in XYZ format:
```
37
C10H15NO7PbS2Si, DFT the ωB97M-V functional and the def2-TZVPD basis
Pb -2.97324 2.05990 0.14170
O -0.58841 0.61104 3.79041
S -0.46057 0.38205 2.38064
O 0.85415 0.46165 1.80685
O -1.44822 1.19525 1.59685
C -1.10926 -1.27656 2.09473
C -1.27729 -2.05487 3.23164
C -1.80091 -3.33666 3.14701
C -2.16621 -3.86409 1.92161
C -1.99129 -3.11743 0.76956
C -1.46923 -1.82942 0.85156
S -1.32734 -1.04693 -0.72879
O 0.02088 -0.32802 -0.56908
O -1.26329 -2.05019 -1.73688
O -2.37197 -0.03226 -0.90798
H -1.00320 -1.62297 4.18414
H -1.92905 -3.92166 4.04892
H -2.57728 -4.86322 1.85298
H -2.24046 -3.52643 -0.20045
C 2.19304 0.41470 -3.16491
Si 2.05889 1.21906 -1.50010
C 3.05979 0.35164 -0.20981
C 2.45010 3.02990 -1.60094
C 0.24652 1.08951 -0.95366
H 3.23171 0.40057 -3.50770
H 1.59916 0.95913 -3.90594
H 1.83243 -0.61897 -3.13272
H 4.13167 0.44467 -0.40219
H 2.80278 -0.71162 -0.18288
H 2.83885 0.76656 0.77893
H 3.49354 3.17164 -1.90048
H 2.30811 3.52396 -0.63391
H 1.81756 3.53378 -2.33906
H -0.45095 1.37378 -1.74367
H 0.05328 1.68285 -0.05775
O -3.86701 3.80385 -1.61829
N -2.67730 3.72577 -1.60032
```